Entry 1:
Here is a 10-piece molecular cluster, C8H34F6O9P overall from OMol25. Energies are from the ωB97M-V functional and the def2-TZVPD basis.

Atoms and positions in Å:
P (0.242, -0.348, 1.416)
F (-0.201, -0.542, 2.938)
F (0.550, -1.935, 1.631)
F (-1.252, -0.750, 0.840)
F (0.879, -0.512, -0.108)
F (0.034, 1.235, 1.172)
F (1.878, -0.028, 1.935)
C (0.360, 0.114, -3.942)
C (1.314, 1.258, -3.448)
O (2.465, 1.505, -4.167)
H (-0.510, 0.094, -3.286)
H (0.606, -0.948, -3.934)
H (0.000, 0.161, -4.970)
H (1.539, 1.252, -2.381)
H (0.696, 2.150, -3.546)
H (2.859, 2.352, -3.948)
C (-3.356, -0.735, -1.583)
C (-3.116, -2.142, -1.031)
O (-1.732, -2.468, -1.051)
H (-2.876, 0.066, -1.020)
H (-4.433, -0.573, -1.534)
H (-3.099, -0.684, -2.641)
H (-3.673, -2.910, -1.568)
H (-3.354, -2.317, 0.018)
H (-1.338, -1.794, -0.492)
C (2.314, 5.283, -0.164)
C (1.240, 4.170, -0.223)
O (1.858, 2.891, 0.052)
H (1.874, 6.277, -0.087)
H (2.974, 5.133, -1.019)
H (2.734, 5.124, 0.829)
H (0.664, 4.233, -1.146)
H (0.535, 4.541, 0.520)
H (1.228, 2.328, 0.508)
C (-3.825, -1.489, 2.769)
C (-4.185, 0.014, 2.986)
O (-5.537, 0.160, 3.294)
H (-4.074, -1.937, 3.731)
H (-2.816, -1.614, 2.376)
H (-4.529, -1.912, 2.053)
H (-3.959, 0.606, 2.099)
H (-3.622, 0.388, 3.841)
H (-5.735, 1.016, 2.906)
O (3.231, -3.710, 1.456)
H (3.090, -4.380, 2.125)
H (3.371, -2.903, 1.951)
O (3.715, -1.149, 0.656)
H (2.870, -0.856, 0.999)
H (4.167, -0.341, 0.412)
O (2.596, 0.195, 4.462)
H (1.860, 0.033, 3.872)
H (2.599, 1.144, 4.588)
O (2.857, -1.565, -2.410)
H (3.280, -1.453, -3.261)
H (2.107, -0.970, -2.434)
O (1.222, -3.404, -0.977)
H (0.933, -3.976, -1.688)
H (0.480, -3.376, -0.374)

Relative energy (zero: lowest compared OMol25 entry of this formula, charge and spin) = 0.600 eV
Energy = -52874.601 eV
Total charge = -1

=====

Entry 2:
Here is a 11-piece molecular cluster, C8H38N10O11 overall from OMol25. Energies are from the ωB97M-V functional and the def2-TZVPD basis.

Atoms and positions in Å:
N (1.396, 0.927, 5.176)
C (2.375, 0.733, 4.253)
N (2.152, -0.394, 3.479)
O (3.378, 1.415, 4.100)
H (0.891, 0.104, 5.526)
H (1.572, 1.683, 5.770)
H (1.274, -0.873, 3.530)
H (2.839, -0.559, 2.731)
N (1.466, 4.634, -0.849)
C (1.917, 3.447, -1.416)
N (0.926, 2.707, -2.012)
O (3.110, 3.045, -1.450)
H (0.570, 4.474, -0.344)
H (2.223, 5.033, -0.350)
H (-0.069, 2.762, -1.726)
H (1.104, 1.833, -2.498)
N (-2.650, -0.955, 2.394)
C (-1.413, -1.446, 2.309)
N (-1.261, -2.746, 1.991)
O (-0.368, -0.734, 2.596)
H (-2.911, 0.016, 2.634)
H (-3.391, -1.517, 1.877)
H (-0.300, -2.939, 1.833)
H (-1.972, -3.262, 1.532)
N (3.862, 0.121, -1.133)
C (3.689, 0.006, 0.228)
N (3.652, 1.106, 0.956)
O (3.551, -1.123, 0.800)
H (3.551, -0.694, -1.620)
H (3.805, 1.026, -1.617)
H (3.408, 1.981, 0.523)
H (3.576, 1.081, 1.925)
N (0.430, 2.183, 2.064)
C (-0.417, 2.225, 0.975)
N (-0.778, 1.063, 0.378)
O (-0.813, 3.249, 0.379)
H (0.360, 3.047, 2.641)
H (0.478, 1.290, 2.494)
H (-1.539, 1.060, -0.279)
H (-0.768, 0.195, 0.911)
C (-0.811, -3.395, -3.974)
C (0.036, -2.751, -2.950)
C (0.319, -1.259, -3.272)
O (-0.748, -2.838, -1.739)
H (-0.837, -4.497, -3.741)
H (-0.385, -3.283, -4.980)
H (-1.878, -3.055, -3.953)
H (0.952, -3.301, -2.820)
H (1.166, -1.207, -3.848)
H (0.508, -0.774, -2.326)
H (-0.528, -0.805, -3.827)
H (-0.110, -2.697, -1.031)
O (1.275, -2.009, -0.134)
H (0.923, -1.128, -0.015)
H (2.207, -1.828, 0.190)
O (-2.800, 1.208, -2.160)
H (-3.351, 1.855, -1.758)
H (-3.178, 1.140, -3.036)
O (-3.474, -2.929, -1.466)
H (-3.784, -2.154, -1.999)
H (-2.495, -3.066, -1.588)
O (-2.903, 4.161, -1.245)
H (-3.243, 5.127, -1.181)
H (-2.302, 3.851, -0.526)
O (-4.223, -3.094, 1.177)
H (-4.105, -3.118, 0.188)
H (-5.136, -3.362, 1.305)

Relative energy (zero: lowest compared OMol25 entry of this formula, charge and spin) = 0.000 eV
Energy = -46342.943 eV
Total charge = 0
Structure (SMILES) = NC(N)=O.NC(N)=O.NC(N)=O.NC(N)=O.NC(N)=O.CC(C)O.O.O.O.O.O

=====

Entry 3:
Here is C8H3BF4NO5SV as an isolated structure from OMol25. Energies are from the ωB97M-V functional and the def2-TZVPD basis.

Atoms and positions in Å:
V (-1.442, 0.341, -0.183)
O (4.342, -0.775, 0.868)
C (3.027, -0.528, 0.538)
C (2.174, -1.549, 0.119)
C (0.868, -1.238, -0.156)
N (0.423, 0.016, -0.007)
C (1.260, 1.024, 0.285)
C (2.578, 0.777, 0.597)
C (0.565, 2.380, 0.204)
O (1.240, 3.399, 0.315)
O (-0.700, 2.271, -0.014)
C (-0.192, -2.146, -0.790)
O (0.112, -3.298, -1.077)
O (-1.293, -1.521, -1.018)
H (4.480, -1.727, 0.810)
H (2.505, -2.575, -0.012)
H (3.234, 1.599, 0.855)
F (-5.178, 1.308, -1.887)
B (-4.041, 0.877, -1.180)
F (-2.860, 0.984, -2.032)
F (-3.767, 1.694, -0.068)
F (-4.144, -0.450, -0.779)
S (-1.553, -0.694, 3.066)
C (-1.638, -0.171, 1.547)

Relative energy (zero: lowest compared OMol25 entry of this formula, charge and spin) = 0.712 eV
2S+1 = 3
Energy = -68150.639 eV
Total charge = -2

=====

Entry 4:
Here is C8H3CdF5INS2 as an isolated structure from OMol25. Energies are from the ωB97M-V functional and the def2-TZVPD basis.

Atoms and positions in Å:
Cd (-1.325, -1.300, -0.573)
F (4.587, 1.292, -0.573)
C (3.246, 1.249, -0.573)
C (2.593, 0.026, -0.573)
F (3.314, -1.107, -0.573)
C (1.200, -0.035, -0.573)
F (0.652, -1.267, -0.573)
C (0.441, 1.156, -0.573)
S (-1.292, 1.146, -0.573)
C (1.124, 2.387, -0.573)
F (0.470, 3.562, -0.573)
C (2.515, 2.425, -0.573)
F (3.157, 3.604, -0.573)
S (-1.325, -1.300, 1.878)
C (-1.321, -1.306, 3.638)
N (-1.318, -1.310, 4.798)
I (-4.196, -3.310, -0.573)
C (-3.485, -1.300, -0.573)
H (-3.855, -0.777, 0.333)
H (-3.855, -0.777, -1.479)
H (-1.325, -3.056, -0.573)

Relative energy (zero: lowest compared OMol25 entry of this formula, charge and spin) = 0.000 eV
Energy = -57754.028 eV
Total charge = -2

=====

Entry 5:
Here is C8H3F18NO18S6Zn2 as an isolated structure from OMol25. Energies are from the ωB97M-V functional and the def2-TZVPD basis.

Atoms and positions in Å:
Zn (2.362, -1.677, 1.029)
Zn (-1.836, -0.611, -0.885)
C (-1.708, -2.820, 3.022)
F (-2.431, -1.725, 2.950)
F (-0.826, -2.547, 4.025)
F (-2.400, -3.912, 3.432)
S (-0.818, -3.037, 1.308)
O (-0.864, -4.412, 0.881)
O (-1.443, -2.046, 0.397)
O (0.613, -2.588, 1.454)
C (1.217, -3.408, -2.877)
F (0.819, -4.280, -1.911)
F (2.505, -3.669, -3.408)
F (0.243, -3.356, -3.847)
S (1.147, -1.561, -2.121)
O (1.709, -1.640, -0.770)
O (1.979, -0.751, -3.023)
O (-0.300, -1.215, -2.039)
C (-5.427, 1.742, 0.784)
F (-5.526, 1.259, 2.004)
F (-6.632, 2.123, 0.514)
F (-4.500, 2.752, 0.647)
S (-5.014, 0.119, -0.241)
O (-3.544, -0.126, -0.166)
O (-5.691, -1.077, 0.281)
O (-5.519, 0.425, -1.624)
C (5.393, 1.352, 0.163)
F (6.709, 1.680, 0.034)
F (5.019, 1.539, 1.420)
F (4.774, 2.242, -0.618)
S (4.940, -0.346, -0.564)
O (3.950, -0.854, 0.364)
O (4.256, -0.073, -1.825)
O (6.154, -1.185, -0.549)
C (-1.521, 1.102, -4.920)
F (-1.845, 1.771, -6.011)
F (-1.518, -0.261, -5.164)
F (-0.250, 1.407, -4.533)
S (-2.669, 1.552, -3.476)
O (-4.026, 1.230, -3.905)
O (-2.250, 0.737, -2.307)
O (-2.421, 2.983, -3.270)
C (0.770, 2.678, 0.891)
F (-0.276, 3.422, 0.466)
F (1.766, 2.723, -0.010)
F (1.166, 3.234, 2.035)
S (0.181, 0.853, 1.245)
O (1.448, 0.101, 1.165)
O (-0.556, 0.717, 2.539)
O (-0.750, 0.550, 0.151)
C (1.873, 1.162, 4.491)
C (2.971, 2.079, 4.417)
N (3.826, 2.863, 4.325)
H (2.065, 0.590, 5.398)
H (1.789, 0.519, 3.614)
H (0.918, 1.670, 4.617)

2S+1 = 2
Energy = -257451.645 eV
Total charge = -1

=====

Entry 6:
Here is C8H3F4NO as an isolated structure from OMol25. Energies are from the ωB97M-V functional and the def2-TZVPD basis.

Atoms and positions in Å:
C (-0.419, 0.449, -1.625)
C (1.808, -0.848, 0.022)
C (2.061, 0.600, 0.259)
C (0.691, -1.499, 0.355)
C (1.161, 1.566, 0.177)
C (-1.578, 1.605, 0.217)
C (-0.556, -0.663, 0.678)
C (-0.563, 0.547, -0.190)
N (-0.325, 0.301, -2.773)
O (-2.333, 1.553, 1.143)
F (3.373, 0.856, 0.261)
F (0.618, -2.818, 0.153)
F (1.092, 2.862, 0.138)
F (-0.549, -0.219, 1.956)
H (2.708, -1.460, -0.296)
H (-1.650, 2.559, -0.319)
H (-1.427, -1.192, 0.625)

Relative energy (zero: lowest compared OMol25 entry of this formula, charge and spin) = 0.904 eV
Energy = -22747.098 eV
Total charge = 0